No. 1
Here is a single C15H22N2O4S molecule at a distorted geometry from the OMol25 dataset. Energies are from ωB97M-V with the def2-TZVPD basis set.

Summary:
SMILES string   CC(C)NC(=O)COc1ccc(S(=O)(=O)N2CCCC2)cc1
ΔE to the lowest compared entry with this formula, charge and spin   153.35 kJ/mol

Atoms and positions in Å:
C: -6.885 0.960 1.318
C: -6.428 0.675 -0.110
C: -6.550 1.914 -0.993
N: -5.056 0.207 -0.104
C: -4.676 -0.992 -0.561
O: -5.422 -1.828 -1.025
C: -3.170 -1.268 -0.452
O: -2.483 -0.133 0.032
C: -1.138 -0.201 0.209
C: -0.356 -1.323 -0.059
C: 1.009 -1.273 0.165
C: 1.591 -0.120 0.650
S: 3.359 -0.098 0.899
O: 3.761 -1.314 1.542
O: 3.719 1.150 1.518
N: 3.866 -0.177 -0.706
C: 3.918 1.123 -1.366
C: 5.362 1.311 -1.862
C: 6.153 0.281 -1.055
C: 5.137 -0.851 -0.922
C: 0.826 1.000 0.918
C: -0.535 0.962 0.699
H: -7.926 1.267 1.323
H: -6.784 0.069 1.932
H: -6.286 1.756 1.756
H: -7.019 -0.144 -0.534
H: -5.946 2.726 -0.592
H: -7.585 2.242 -1.037
H: -6.213 1.694 -2.003
H: -4.346 0.828 0.256
H: -2.812 -1.553 -1.449
H: -3.041 -2.126 0.220
H: -0.797 -2.231 -0.435
H: 1.636 -2.130 -0.026
H: 3.196 1.140 -2.187
H: 3.644 1.889 -0.638
H: 5.715 2.327 -1.705
H: 5.426 1.078 -2.926
H: 6.387 0.676 -0.065
H: 7.072 -0.030 -1.546
H: 5.069 -1.427 -1.851
H: 5.324 -1.525 -0.089
H: 1.310 1.882 1.306
H: -1.157 1.820 0.903

Atom charges from the Löwdin analysis, given in e for atoms 1 to 6: number 1, C, carries -0.053; number 2, C, carries -0.411; number 3, C, carries -0.053; number 4, N, carries 0.095; number 5, C, carries -0.472; number 6, O, carries 0.064

No. 2
Here is a single C15H22O molecule from the OMol25 dataset. Energies are from ωB97M-V with the def2-TZVPD basis set.

Summary:
SMILES string   CC(C)=C1C/C=C(/C)CC/C=C(/C)CC1=O
ΔE to the lowest compared entry with this formula, charge and spin   54.88 kJ/mol

Atoms and positions in Å:
C: 1.192 2.334 1.725
C: 1.152 0.839 1.740
C: 0.998 0.238 3.104
C: 1.237 0.078 0.630
C: 1.300 -1.431 0.713
C: 0.045 -2.196 1.054
C: -1.239 -1.874 0.939
C: -2.306 -2.855 1.330
C: -1.772 -0.583 0.386
C: -2.147 -0.730 -1.109
C: -1.770 0.490 -1.896
C: -0.533 0.830 -2.246
C: -0.230 2.071 -3.024
C: 0.679 0.007 -1.879
C: 1.368 0.698 -0.707
O: 1.961 1.744 -0.884
H: 0.783 2.746 0.806
H: 2.229 2.668 1.785
H: 0.651 2.744 2.576
H: 0.278 0.811 3.686
H: 1.953 0.282 3.630
H: 0.665 -0.793 3.067
H: 2.047 -1.685 1.471
H: 1.692 -1.827 -0.228
H: 0.274 -3.188 1.431
H: -1.883 -3.806 1.646
H: -2.976 -3.034 0.489
H: -2.905 -2.453 2.148
H: -1.030 0.205 0.483
H: -2.654 -0.282 0.953
H: -1.632 -1.604 -1.518
H: -3.218 -0.910 -1.209
H: -2.585 1.140 -2.182
H: 0.568 2.626 -2.530
H: -1.107 2.707 -3.115
H: 0.120 1.812 -4.024
H: 0.387 -1.010 -1.637
H: 1.373 0.007 -2.722

Atom charges from the Löwdin analysis, given in e for atoms 1 to 6: number 1, C, carries -0.040; number 2, C, carries -0.258; number 3, C, carries -0.031; number 4, C, carries -0.161; number 5, C, carries -0.138; number 6, C, carries -0.074

No. 3
Here is a molecular structure, C15H22O16 at a distorted geometry from the OMol25 dataset. Energies are from ωB97M-V with the def2-TZVPD basis set.

Summary:
Energy   -1788.218366 Ha

Atoms and positions in Å:
O: -0.988 -0.232 -0.167
H: -1.337 -0.001 0.694
H: -0.712 0.603 -0.546
C: 0.820 -1.486 1.130
C: 0.924 -2.219 -0.228
O: 2.226 -2.297 -0.606
C: 3.012 -1.692 0.313
O: 4.213 -1.482 0.353
O: 2.194 -1.266 1.281
H: 0.554 -2.104 1.987
H: 0.156 -0.623 1.081
H: 0.515 -1.509 -0.947
H: 0.447 -3.199 -0.208
C: 2.430 1.233 -2.797
C: 2.168 -0.094 -2.098
O: 1.543 0.367 -0.863
C: 1.137 1.617 -0.970
O: 0.352 2.213 -0.212
O: 1.632 2.145 -2.079
H: 2.224 1.207 -3.867
H: 3.456 1.592 -2.706
H: 3.057 -0.625 -1.758
H: 1.395 -0.560 -2.710
C: -2.406 0.281 -3.009
C: -1.136 1.003 -2.521
O: -0.444 1.062 -3.722
C: -1.057 0.595 -4.799
O: -0.611 0.578 -5.951
O: -2.252 0.218 -4.388
H: -3.202 1.003 -2.825
H: -2.752 -0.582 -2.440
H: -0.621 0.392 -1.781
H: -1.331 2.023 -2.188
C: 1.453 -0.120 3.129
C: 2.248 0.862 2.247
O: 1.238 1.679 1.702
C: -0.023 1.217 2.107
O: -1.138 1.654 1.707
O: 0.130 0.176 2.879
H: 1.670 0.014 4.188
H: 1.661 -1.160 2.880
H: 2.836 0.245 1.567
H: 2.935 1.305 2.967
C: -3.758 -0.364 2.850
C: -2.705 0.587 2.216
O: -1.967 -0.373 1.458
C: -1.990 -1.575 2.085
O: -1.441 -2.668 1.795
O: -3.179 -1.628 2.772
H: -4.756 -0.455 2.423
H: -3.752 -0.049 3.894
H: -2.033 0.994 2.972
H: -3.032 1.495 1.710

Atom charges from the Löwdin analysis, given in e for atoms 1 to 6: number 1, O, carries -0.058; number 2, H, carries -0.213; number 3, H, carries 0.006; number 4, C, carries -0.127; number 5, C, carries -0.108; number 6, O, carries 0.058

No. 4
Here is 4 unconnected molecules or ions with the total composition C15H22O6 at a distorted geometry from the OMol25 dataset. Energies are from ωB97M-V with the def2-TZVPD basis set.

Summary:
SMILES string   O=C1C=C(CCO)C(=O)c2ccccc21.CO.CO.CO
ΔE to the lowest compared entry with this formula, charge and spin   392.74 kJ/mol

Atoms and positions in Å:
O: -1.653 -1.854 2.343
C: -0.668 -1.468 1.746
C: 0.686 -1.325 2.398
C: 1.817 -1.512 1.723
C: 3.150 -1.303 2.423
C: 4.315 -2.062 1.783
O: 5.541 -1.796 2.448
C: 1.677 -1.918 0.278
O: 2.406 -2.687 -0.312
C: 0.476 -1.330 -0.453
C: 0.601 -1.048 -1.781
C: -0.524 -0.557 -2.440
C: -1.694 -0.370 -1.750
C: -1.805 -0.631 -0.369
C: -0.693 -1.125 0.271
H: 0.665 -1.040 3.450
H: 3.426 -0.239 2.415
H: 3.096 -1.614 3.474
H: 4.096 -3.139 1.713
H: 4.397 -1.727 0.736
H: 6.176 -2.423 2.089
H: 1.536 -1.211 -2.306
H: -0.450 -0.356 -3.505
H: -2.574 -0.011 -2.280
H: -2.746 -0.479 0.151
C: -3.709 -3.637 -0.451
O: -3.807 -3.728 0.963
H: -4.298 -4.442 -0.886
H: -4.102 -2.678 -0.801
H: -2.667 -3.745 -0.769
H: -3.283 -3.012 1.339
C: -1.807 3.206 -0.427
O: -0.421 2.997 -0.692
H: -1.950 4.240 -0.121
H: -2.392 3.011 -1.330
H: -2.134 2.543 0.378
H: -0.317 2.078 -0.960
C: -0.179 6.366 -1.924
O: 0.747 5.355 -1.564
H: 0.299 7.031 -2.641
H: -1.067 5.923 -2.388
H: -0.476 6.946 -1.045
H: 0.309 4.771 -0.927

Atom charges from the Löwdin analysis, given in e for atoms 1 to 6: number 1, O, carries 0.109; number 2, C, carries -0.288; number 3, C, carries 0.069; number 4, C, carries -0.110; number 5, C, carries -0.106; number 6, C, carries -0.282

No. 5
Here is a molecular structure, C15H23BN6OsSi at a distorted geometry from the OMol25 dataset. Energies are from ωB97M-V with the def2-TZVPD basis set.

Summary:
Charge   +4
Multiplicity   5
Energy   -1317.071102 Ha

Atoms and positions in Å:
C: 2.352 -1.549 -0.740
N: 1.730 -0.435 -1.228
N: 2.644 0.284 -2.019
C: 3.766 -0.449 -2.086
C: 3.629 -1.575 -1.277
B: 2.122 1.699 -2.497
N: 0.762 1.501 -3.232
N: -0.332 1.002 -2.535
C: -1.366 0.975 -3.417
C: -0.939 1.467 -4.653
C: 0.404 1.787 -4.499
Os: 0.084 0.421 -0.579
N: 1.784 2.625 -1.246
N: 0.799 2.205 -0.327
C: 0.622 3.167 0.619
C: 1.481 4.195 0.290
C: 2.144 3.858 -0.885
H: -0.099 3.086 1.421
H: 2.826 4.458 -1.458
H: 1.615 5.083 0.841
H: 2.907 2.245 -3.195
H: 1.155 2.195 -5.187
H: 4.652 -0.187 -2.665
H: -1.502 1.609 -5.560
H: 4.375 -2.300 -1.037
H: -2.350 0.632 -3.133
H: 1.878 -2.201 -0.013
H: -2.954 -0.073 -0.731
C: -4.048 0.218 -0.679
H: -4.149 1.155 -1.279
H: -4.774 -0.626 -0.956
H: -4.174 0.605 0.370
C: -2.845 -2.918 3.177
Si: -1.063 -2.303 3.370
C: -0.908 -1.338 4.969
C: 0.063 -3.811 3.472
C: -0.615 -1.247 1.953
C: -0.322 -0.571 0.915
H: -3.177 -3.582 3.992
H: -2.930 -3.470 2.228
H: -3.536 -2.062 3.127
H: -1.296 -1.914 5.820
H: 0.138 -1.085 5.183
H: -1.468 -0.396 4.914
H: 0.076 -4.334 2.506
H: 1.098 -3.521 3.704
H: -0.262 -4.527 4.241

Atom charges from the Löwdin analysis, given in e for atoms 1 to 6: number 1, C, carries -0.020; number 2, N, carries -0.137; number 3, N, carries 0.044; number 4, C, carries 0.081; number 5, C, carries 0.066; number 6, B, carries -0.395

No. 6
Here is a molecular structure, C15H23Cl3EuNO2P at a distorted geometry from the OMol25 dataset. Energies are from ωB97M-V with the def2-TZVPD basis set.

Summary:
Multiplicity   8
ΔE to the lowest compared entry with this formula, charge and spin   1.87 kJ/mol

Atoms and positions in Å:
C: -2.753 0.284 -4.073
C: -2.536 -0.947 -3.425
C: -1.791 -1.058 -2.217
C: -1.191 0.108 -1.759
C: -1.357 1.347 -2.378
C: -2.176 1.430 -3.502
C: -1.684 -2.443 -1.565
C: -0.256 -2.955 -1.423
N: 0.758 -1.857 -1.139
Eu: -0.280 -0.503 0.609
C: -0.631 2.561 -1.838
P: 0.946 1.892 -1.003
H: -2.966 -1.869 -3.838
H: -2.376 2.422 -3.920
H: -3.376 0.336 -4.998
H: -1.209 3.103 -1.079
H: -0.328 3.272 -2.619
H: -2.214 -2.440 -0.571
H: -2.210 -3.203 -2.174
H: -0.176 -3.732 -0.658
C: 1.472 3.526 -0.400
C: 1.773 2.127 -2.623
H: 0.067 -3.415 -2.377
C: 1.326 -1.464 -2.450
C: 1.838 -2.477 -0.356
H: -0.440 1.387 0.788
H: 1.749 -2.374 -2.889
H: 0.600 -1.109 -3.176
H: 2.098 -0.706 -2.370
H: 2.258 -3.299 -0.968
H: 2.628 -1.777 -0.060
H: 1.427 -2.974 0.529
H: 1.650 3.207 -2.823
H: 2.846 1.933 -2.522
H: 1.308 1.589 -3.468
H: 1.553 4.223 -1.239
H: 0.758 3.898 0.366
H: 2.467 3.353 0.056
H: 1.585 0.875 0.244
Cl: -2.577 -0.826 5.093
C: -1.742 -0.840 3.555
Cl: -2.677 0.075 2.223
Cl: -0.087 -0.036 3.643
C: -1.522 -2.333 2.942
O: -2.024 -3.270 3.548
O: -0.835 -2.279 1.840

Atom charges from the Löwdin analysis, given in e for atoms 1 to 6: number 1, C, carries -0.086; number 2, C, carries -0.066; number 3, C, carries -0.297; number 4, C, carries -0.213; number 5, C, carries -0.348; number 6, C, carries -0.070